{"formula": "C4H6NO", "method": "ωB97M-V with the def2-TZVPD basis set", "relative_energy_kj_mol": 522.2, "charge": 1, "homo_energy_ev": -16.18, "orbital_gap_ev": 9.474, "elements": ["C", "C", "C", "C", "N", "O", "H", "H", "H", "H", "H", "H"], "xyz": [[0.72, 0.82, -0.97], [0.41, 0.27, 1.39], [1.35, -0.47, -0.83], [-1.16, -0.80, -0.09], [0.15, -0.13, -0.08], [0.95, 1.30, 1.59], [1.46, 1.69, -0.66], [0.27, 1.01, -2.00], [0.01, -0.54, 2.03], [-1.81, -0.45, 0.69], [-1.60, -0.83, -1.09], [-0.76, -1.88, 0.02]], "nbo_charge": [-0.467, 0.572, 0.463, -0.424, -0.437, -0.376, 0.361, 0.326, 0.206, 0.255, 0.266, 0.255]}

{"formula": "C20H31N3O2S", "method": "ωB97M-V with the def2-TZVPD basis set", "relative_energy_kj_mol": 3.7, "homo_energy_ev": -9.23, "orbital_gap_ev": 9.955, "elements": ["C", "C", "C", "C", "N", "C", "C", "O", "C", "C", "C", "C", "C", "C", "C", "C", "C", "N", "C", "O", "C", "C", "S", "N", "C", "C", "H", "H", "H", "H", "H", "H", "H", "H", "H", "H", "H", "H", "H", "H", "H", "H", "H", "H", "H", "H", "H", "H", "H", "H", "H", "H", "H", "H", "H", "H", "H"], "xyz": [[-0.40, 5.82, -0.17], [-0.70, 4.45, -0.76], [-1.00, 3.42, 0.33], [0.27, 2.95, 1.10], [0.93, 1.81, 0.50], [1.91, 2.07, -0.55], [0.51, 0.56, 0.87], [-0.35, 0.42, 1.73], [1.11, -0.62, 0.13], [0.62, -1.97, 0.63], [0.56, -3.00, -0.50], [-0.03, -4.32, -0.02], [0.73, -4.88, 1.18], [0.81, -3.85, 2.30], [1.42, -2.56, 1.79], [2.14, -1.68, 2.77], [2.93, -2.51, 1.78], [-1.75, 2.25, -0.13], [-1.57, 1.60, -1.31], [-0.89, 2.03, -2.24], [-2.26, 0.28, -1.41], [-2.56, -0.55, -0.36], [-3.25, -1.97, -0.96], [-3.17, -1.53, -2.54], [-2.62, -0.34, -2.65], [-2.45, 0.26, -4.01], [-0.19, 6.54, -0.95], [-1.25, 6.19, 0.42], [0.47, 5.80, 0.49], [-1.58, 4.52, -1.41], [0.12, 4.12, -1.40], [-1.65, 3.91, 1.06], [0.99, 3.77, 1.16], [-0.01, 2.67, 2.11], [2.47, 1.18, -0.79], [1.42, 2.42, -1.46], [2.61, 2.83, -0.20], [0.83, -0.51, -0.93], [2.20, -0.57, 0.15], [-0.40, -1.83, 1.01], [-0.05, -2.60, -1.32], [1.57, -3.17, -0.89], [-1.08, -4.16, 0.27], [-0.04, -5.05, -0.84], [0.26, -5.80, 1.54], [1.75, -5.15, 0.87], [-0.19, -3.64, 2.68], [1.40, -4.23, 3.14], [2.11, -0.61, 2.63], [2.15, -1.99, 3.81], [3.46, -3.38, 2.15], [3.44, -1.99, 0.98], [-2.22, 1.74, 0.59], [-2.35, -0.40, 0.69], [-2.83, 1.28, -4.04], [-1.39, 0.32, -4.26], [-2.97, -0.35, -4.74]], "nbo_charge": [-0.607, -0.407, -0.042, -0.229, -0.446, -0.411, 0.719, -0.682, -0.513, -0.204, -0.394, -0.396, -0.395, -0.387, -0.038, -0.409, -0.438, -0.603, 0.675, -0.644, -0.244, -0.410, 0.663, -0.610, 0.245, -0.646, 0.217, 0.202, 0.197, 0.219, 0.219, 0.202, 0.202, 0.234, 0.214, 0.222, 0.198, 0.242, 0.224, 0.222, 0.208, 0.195, 0.193, 0.210, 0.207, 0.194, 0.201, 0.206, 0.213, 0.215, 0.214, 0.205, 0.408, 0.267, 0.230, 0.241, 0.228]}

{"formula": "C5H10N", "method": "ωB97M-V with the def2-TZVPD basis set", "relative_energy_kj_mol": 248.6, "smiles": "C=[NH+]C(=C)CC", "charge": 1, "homo_energy_ev": -14.50, "orbital_gap_ev": 8.768, "elements": ["C", "C", "C", "C", "C", "N", "H", "H", "H", "H", "H", "H", "H", "H", "H", "H"], "xyz": [[-1.04, 0.64, -1.64], [-0.30, 1.28, -0.40], [-0.16, -0.03, 0.43], [-1.00, -0.58, 1.29], [1.94, -1.11, 1.17], [1.19, -0.60, 0.21], [-0.32, 0.08, -2.33], [-1.79, 0.10, -1.21], [-1.41, 1.29, -2.38], [0.54, 1.93, -0.53], [-0.96, 2.06, -0.09], [-1.99, -0.19, 1.37], [-0.82, -1.42, 1.95], [3.05, -1.43, 0.77], [1.58, -1.52, 2.08], [1.50, -0.50, -0.70]], "nbo_charge": [-0.592, -0.481, 0.138, -0.344, 0.126, -0.405, 0.202, 0.211, 0.239, 0.245, 0.261, 0.244, 0.224, 0.252, 0.242, 0.437]}

{"formula": "C2H2FN3S", "method": "ωB97M-V with the def2-TZVPD basis set", "relative_energy_kj_mol": 26.4, "smiles": "Fc1nn[nH]c1S", "homo_energy_ev": -9.77, "orbital_gap_ev": 10.280, "elements": ["C", "C", "H", "H", "N", "N", "N", "F", "S"], "xyz": [[-0.33, -0.25, 0.10], [0.69, 0.69, 0.00], [-2.26, 0.11, 1.17], [0.07, -2.34, -0.01], [0.41, -1.39, 0.06], [1.74, -1.12, 0.00], [1.87, 0.13, -0.08], [0.50, 2.02, 0.02], [-2.04, -0.12, -0.11]], "nbo_charge": [-0.171, 0.463, 0.137, 0.425, -0.327, -0.035, -0.267, -0.294, 0.070]}

{"formula": "C9H27IO3Si", "method": "ωB97M-V with the def2-TZVPD basis set", "homo_energy_ev": -9.01, "orbital_gap_ev": 9.632, "elements": ["C", "C", "C", "Si", "I", "H", "H", "H", "H", "H", "H", "H", "H", "H", "C", "C", "O", "H", "H", "H", "H", "H", "H", "C", "C", "O", "H", "H", "H", "H", "H", "H", "C", "C", "O", "H", "H", "H", "H", "H", "H"], "xyz": [[-1.01, 3.12, 0.24], [0.38, 2.84, -0.28], [0.41, 1.66, -1.24], [0.23, -0.03, -0.40], [2.35, 1.66, -2.24], [-1.44, 2.25, 0.74], [-0.96, 3.94, 0.95], [-1.70, 3.42, -0.55], [1.05, 2.63, 0.55], [0.80, 3.71, -0.78], [-0.31, 1.76, -2.04], [0.89, -0.09, 0.91], [-1.18, -0.47, -0.27], [0.90, -1.04, -1.26], [1.10, -4.36, 0.24], [-0.12, -4.71, -0.60], [-0.49, -3.64, -1.46], [0.90, -3.47, 0.84], [1.36, -5.18, 0.91], [1.96, -4.15, -0.40], [-0.98, -4.91, 0.04], [0.08, -5.61, -1.20], [0.25, -3.45, -2.04], [4.62, -0.13, 3.11], [3.37, 0.33, 2.40], [2.20, -0.20, 3.03], [4.67, -1.22, 3.11], [5.52, 0.26, 2.62], [4.63, 0.20, 4.15], [3.36, -0.02, 1.37], [3.31, 1.43, 2.39], [2.20, 0.12, 3.94], [-5.02, 1.51, -1.36], [-3.92, 1.81, -2.35], [-2.71, 1.12, -2.03], [-4.71, 1.77, -0.35], [-5.93, 2.06, -1.60], [-5.26, 0.44, -1.36], [-3.67, 2.87, -2.34], [-4.23, 1.55, -3.37], [-2.90, 0.17, -2.05]], "nbo_charge": [-0.603, -0.438, -0.709, 0.885, 0.044, 0.208, 0.212, 0.207, 0.203, 0.209, 0.253, -0.145, -0.165, -0.172, -0.635, -0.059, -0.721, 0.217, 0.212, 0.199, 0.175, 0.153, 0.463, -0.632, -0.065, -0.722, 0.213, 0.213, 0.196, 0.184, 0.156, 0.461, -0.635, -0.060, -0.732, 0.213, 0.214, 0.201, 0.175, 0.159, 0.470]}

{"formula": "C7H10BrN2OS", "method": "ωB97M-V with the def2-TZVPD basis set", "relative_energy_kj_mol": 0.0, "charge": 1, "homo_energy_ev": -11.73, "orbital_gap_ev": 7.430, "elements": ["C", "C", "C", "C", "C", "C", "C", "N", "N", "O", "S", "Br", "H", "H", "H", "H", "H", "H", "H", "H", "H", "H"], "xyz": [[-1.32, 3.13, -2.20], [-1.52, 2.43, -1.03], [-0.12, 3.20, -2.93], [-0.43, 1.57, -0.62], [0.72, 2.24, -2.60], [0.54, -1.04, 3.03], [-0.86, -2.40, 0.81], [0.58, 1.38, -1.54], [-0.45, 0.91, 0.50], [0.62, -0.21, 0.50], [0.73, -1.63, 1.33], [2.33, 1.86, -3.67], [-2.18, 3.70, -2.45], [-2.50, 2.54, -0.65], [-0.08, 3.83, -3.74], [1.03, -1.84, 3.68], [-0.49, -0.78, 3.30], [1.15, -0.14, 3.08], [-1.36, -3.09, 1.59], [-0.62, -3.10, 0.00], [-1.34, -1.55, 0.32], [1.22, 0.68, -1.33]], "nbo_charge": [-0.084, -0.286, -0.352, 0.365, 0.235, -0.791, -0.801, -0.565, -0.230, -0.660, 1.227, 0.090, 0.233, 0.257, 0.260, 0.269, 0.274, 0.281, 0.286, 0.264, 0.286, 0.441]}

{"formula": "C75H43BrClI4N9O2Pb", "method": "ωB97M-V with the def2-TZVPD basis set", "relative_energy_kj_mol": 0.0, "charge": -2, "homo_energy_ev": [-2.38, -2.38], "orbital_gap_ev": [5.100, 5.099], "elements": ["Pb", "I", "C", "C", "C", "C", "C", "C", "C", "C", "C", "C", "C", "C", "C", "C", "C", "C", "I", "C", "C", "C", "N", "C", "C", "C", "C", "C", "C", "I", "C", "C", "C", "C", "C", "C", "N", "C", "C", "C", "C", "C", "N", "C", "C", "C", "C", "I", "C", "C", "C", "C", "N", "H", "H", "H", "H", "H", "H", "H", "H", "H", "H", "H", "H", "H", "H", "H", "H", "H", "H", "H", "H", "H", "H", "H", "H", "Cl", "C", "C", "C", "C", "O", "C", "C", "N", "C", "C", "C", "C", "C", "C", "C", "C", "N", "C", "C", "H", "H", "H", "H", "H", "H", "H", "H", "H", "H", "Br", "C", "C", "C", "C", "C", "C", "N", "N", "C", "C", "C", "C", "O", "C", "N", "C", "C", "C", "C", "H", "H", "H", "H", "H", "H", "H", "H", "H"], "xyz": [[0.54, -0.32, 0.68], [2.84, -7.78, -4.56], [2.89, -6.10, -3.31], [2.36, -6.17, -2.04], [2.42, -5.05, -1.22], [3.03, -3.84, -1.61], [3.48, -3.81, -2.95], [3.43, -4.91, -3.78], [3.02, -2.68, -0.69], [3.29, -1.34, -1.11], [4.30, -0.92, -2.09], [4.35, 0.43, -2.05], [3.37, 0.86, -1.07], [3.19, 2.19, -0.69], [3.99, 3.20, -1.44], [5.08, 3.83, -0.82], [5.84, 4.78, -1.49], [5.51, 5.11, -2.79], [6.65, 6.54, -3.81], [4.44, 4.50, -3.44], [3.69, 3.55, -2.75], [2.38, 2.69, 0.38], [1.65, 1.93, 1.20], [1.02, 2.75, 2.09], [0.25, 2.33, 3.20], [-0.57, 3.39, 3.86], [-1.67, 3.91, 3.18], [-2.48, 4.87, 3.76], [-2.17, 5.32, 5.04], [-3.39, 6.77, 5.94], [-1.07, 4.84, 5.73], [-0.27, 3.87, 5.13], [0.19, 1.04, 3.75], [-0.51, 0.65, 4.95], [-0.23, -0.67, 5.15], [0.63, -1.08, 4.05], [0.84, -0.04, 3.23], [1.21, -2.38, 3.86], [1.92, -2.81, 2.74], [2.76, -4.01, 2.69], [3.22, -4.11, 1.43], [2.70, -2.96, 0.69], [1.95, -2.21, 1.50], [1.08, -3.35, 4.98], [0.60, -4.64, 4.75], [0.49, -5.57, 5.79], [0.87, -5.19, 7.07], [0.72, -6.58, 8.63], [1.35, -3.92, 7.33], [1.46, -3.01, 6.28], [1.35, 4.13, 1.78], [2.22, 4.09, 0.72], [2.76, -0.25, -0.53], [1.87, -7.07, -1.68], [1.92, -5.10, -0.26], [3.85, -2.89, -3.37], [3.78, -4.84, -4.80], [4.99, -1.55, -2.62], [5.02, 1.07, -2.61], [5.32, 3.56, 0.20], [6.68, 5.25, -1.00], [4.19, 4.77, -4.46], [2.85, 3.07, -3.24], [-1.89, 3.52, 2.19], [-3.35, 5.25, 3.23], [-0.84, 5.21, 6.72], [0.59, 3.49, 5.65], [-1.12, 1.29, 5.57], [-0.60, -1.30, 5.94], [2.99, -4.65, 3.53], [3.93, -4.83, 1.04], [0.28, -4.91, 3.75], [0.12, -6.56, 5.59], [1.65, -3.64, 8.33], [1.86, -2.02, 6.47], [1.01, 4.99, 2.33], [2.70, 4.93, 0.24], [-1.38, -7.79, 0.02], [-1.38, -6.07, 0.38], [-1.73, -5.62, 1.67], [-1.71, -4.29, 1.95], [-1.29, -3.27, 1.01], [-1.29, -2.06, 1.35], [-0.93, -3.78, -0.31], [-0.55, -2.98, -1.46], [-0.04, -1.81, -1.47], [0.27, -1.20, -2.70], [0.68, -1.91, -3.81], [0.93, -1.27, -5.04], [0.77, 0.07, -5.19], [0.40, 0.85, -4.06], [0.23, 2.26, -4.13], [-0.10, 2.96, -3.01], [-0.26, 2.25, -1.79], [-0.12, 0.96, -1.70], [0.19, 0.23, -2.81], [-1.03, -5.16, -0.58], [-2.04, -6.34, 2.42], [-1.99, -3.92, 2.94], [-0.73, -3.48, -2.42], [0.82, -2.98, -3.73], [1.24, -1.87, -5.89], [0.93, 0.56, -6.14], [0.37, 2.76, -5.08], [-0.21, 4.04, -3.03], [-0.53, 2.77, -0.87], [-0.77, -5.52, -1.57], [-2.88, 4.76, -6.05], [-4.16, 4.27, -4.72], [-5.39, 3.78, -5.10], [-6.31, 3.40, -4.13], [-6.01, 3.49, -2.77], [-4.76, 4.02, -2.41], [-3.84, 4.41, -3.38], [-7.04, 3.24, -1.83], [-6.82, 2.72, -0.68], [-5.74, 1.95, -0.33], [-5.45, 1.96, 1.06], [-4.24, 1.58, 1.56], [-3.16, 1.17, 0.68], [-1.98, 1.16, 1.04], [-3.60, 0.76, -0.68], [-2.75, -0.01, -1.38], [-3.12, -0.44, -2.57], [-4.38, -0.16, -3.12], [-5.25, 0.63, -2.41], [-4.86, 1.16, -1.17], [-5.64, 3.69, -6.15], [-7.29, 3.02, -4.41], [-4.50, 4.11, -1.36], [-2.88, 4.81, -3.08], [-6.22, 2.37, 1.71], [-4.02, 1.66, 2.62], [-2.40, -1.05, -3.12], [-4.66, -0.57, -4.08], [-6.25, 0.82, -2.78]], "lowdin_charge": [1.494, 0.784, -0.754, -0.151, -0.040, -0.143, -0.043, -0.170, -0.067, -0.238, -0.018, -0.004, -0.234, -0.064, -0.206, -0.024, -0.154, -0.743, 0.797, -0.148, -0.015, -0.260, 0.029, -0.258, -0.050, -0.194, -0.004, -0.137, -0.740, 0.797, -0.161, -0.033, -0.249, -0.004, -0.017, -0.243, 0.037, -0.045, -0.217, -0.007, -0.027, -0.252, 0.043, -0.180, -0.025, -0.145, -0.743, 0.794, -0.157, -0.031, -0.017, -0.025, 0.034, 0.092, 0.104, 0.080, 0.087, 0.091, 0.106, 0.128, 0.087, 0.090, 0.110, 0.115, 0.095, 0.085, 0.123, 0.102, 0.100, 0.106, 0.110, 0.107, 0.091, 0.087, 0.121, 0.102, 0.097, 0.566, -0.685, -0.134, -0.029, -0.395, -0.157, -0.122, -0.099, 0.051, -0.218, -0.029, -0.079, -0.050, -0.154, -0.035, -0.054, -0.119, 0.061, -0.170, -0.113, 0.095, 0.110, 0.122, 0.100, 0.098, 0.105, 0.110, 0.102, 0.116, 0.103, 0.661, -0.705, -0.147, -0.055, -0.320, -0.025, -0.131, 0.005, 0.021, -0.285, -0.048, -0.030, -0.364, -0.057, -0.129, 0.150, -0.136, -0.052, -0.026, -0.113, 0.091, 0.104, 0.118, 0.090, 0.103, 0.100, 0.098, 0.095, 0.109]}

{"formula": "C4H12", "method": "ωB97M-V with the def2-TZVPD basis set", "relative_energy_kj_mol": 152.2, "smiles": "CC.CC", "homo_energy_ev": -11.27, "orbital_gap_ev": 12.401, "elements": ["C", "C", "H", "H", "H", "H", "H", "H", "C", "C", "H", "H", "H", "H", "H", "H"], "xyz": [[-1.04, -1.64, -1.32], [-1.34, -0.65, -2.55], [-1.92, -2.50, -1.21], [-0.07, -2.05, -1.38], [-1.17, -1.11, -0.29], [-0.70, -0.86, -3.45], [-1.20, 0.34, -2.09], [-2.31, -0.61, -2.79], [1.44, 1.53, 2.55], [0.97, 0.81, 1.25], [1.16, 2.60, 2.54], [0.97, 0.97, 3.33], [2.58, 1.47, 2.78], [0.63, -0.24, 1.57], [1.89, 0.58, 0.56], [0.00, 1.11, 0.84]], "nbo_charge": [-0.603, -0.608, 0.196, 0.204, 0.200, 0.208, 0.205, 0.198, -0.617, -0.633, 0.206, 0.206, 0.206, 0.197, 0.217, 0.218]}

Number 1 is which compound? C4H6NO